Entry 1:
DFT (ωB97M-V with the def2-TZVPD basis set) results for 2 unconnected molecules or ions with the total composition C7H18O in a non-equilibrium geometry.

The geometry in XYZ format:
```
26
Properties=species:S:1:pos:R:3:mulliken_charge:R:1
C -1.424 1.891 -0.874 0.75
C -0.825 0.633 -1.463 -0.74
C -2.312 1.702 0.398 -1.57
C -0.339 2.882 -0.582 -1.28
H -2.162 2.212 -1.674 0.31
H -0.989 0.754 -2.533 0.37
H -2.915 0.940 0.011 0.45
H -1.674 1.454 1.268 0.25
H -2.670 2.626 0.840 0.41
H -0.368 3.174 0.428 0.36
H 0.686 2.325 -0.690 0.22
H -1.417 -0.298 -1.054 0.09
H 0.255 0.433 -1.070 -0.02
H -0.381 3.666 -1.296 0.34
C 0.854 -1.682 0.334 0.71
C 1.419 -0.257 0.809 -0.99
C 1.845 -2.756 -0.324 -1.34
O 0.667 -2.381 1.555 -0.55
H -0.157 -1.802 -0.236 -0.01
H 2.411 -0.411 1.245 0.37
H 1.405 -3.657 -0.476 0.38
H 2.412 -2.587 -1.241 0.36
H 2.739 -2.740 0.377 0.28
H 0.034 -2.084 2.195 0.29
H 0.556 0.138 1.647 0.14
H 1.591 0.419 0.026 0.44
```

Values from the calculation:
E (eV): -9595.3507
Highest occupied orbital energy (eV): -10.11
Frontier orbital gap (eV): 10.98
F_max (eV/A): 5.483
Structure (SMILES): CC(C)C.CC(C)O
Multiplicity: 1

***

Entry 2:
DFT (ωB97M-V with the def2-TZVPD basis set) results for a molecular structure, C7H14AlNO in a non-equilibrium geometry.

The geometry in XYZ format:
```
24
Properties=species:S:1:pos:R:3:mulliken_charge:R:1
Al -22.354 18.471 -18.392 0.99
C -21.084 21.541 -15.287 -0.91
C -22.441 21.839 -16.008 0.67
C -22.694 23.290 -16.423 -1.06
O -22.824 20.964 -16.806 -0.20
H -20.872 22.232 -14.477 0.41
H -20.317 21.599 -16.069 0.36
H -21.049 20.516 -14.909 0.29
H -23.127 21.641 -15.076 0.15
H -22.544 23.971 -15.588 0.40
H -23.718 23.478 -16.755 0.39
H -22.011 23.451 -17.264 0.35
C -25.548 19.043 -12.604 -1.39
C -24.764 18.819 -13.905 0.15
C -23.500 18.000 -13.622 -0.35
C -22.664 17.813 -14.803 0.18
N -22.001 17.680 -15.734 -0.45
H -24.917 19.427 -11.805 0.38
H -26.035 18.121 -12.274 0.38
H -26.404 19.695 -12.776 0.37
H -24.496 19.842 -14.213 -0.20
H -25.427 18.345 -14.625 0.36
H -23.817 17.052 -13.184 0.38
H -22.870 18.500 -12.883 0.33
```

Values from the calculation:
E (eV): -17597.9973
Highest occupied orbital energy (eV): -18.06
Frontier orbital gap (eV): 4.81
F_max (eV/A): 3.621
Net charge: +2
Multiplicity: 1

***

Entry 3:
DFT (ωB97M-V with the def2-TZVPD basis set) results for a single CH4N2P2 molecule in a non-equilibrium geometry.

The geometry in XYZ format:
```
9
Properties=species:S:1:pos:R:3:mulliken_charge:R:1
C 0.803 1.224 0.591 0.02
N 0.781 1.404 1.766 -0.35
N -1.297 -0.996 -0.807 -0.34
P 1.434 -0.058 -0.583 -0.05
P 0.114 -1.581 -0.308 -0.06
H 1.043 1.108 2.801 0.31
H -1.669 -0.126 -0.868 0.22
H -2.073 -1.630 -0.946 0.21
H 0.863 0.655 -1.645 0.03
```

Values from the calculation:
E (eV): -22655.8882
Highest occupied orbital energy (spin up / spin down) (eV): -6.57 / -7.05
Frontier orbital gap (spin up / spin down) (eV): 6.10 / 7.19
F_max (eV/A): 3.791
Structure (SMILES): N=C=[PH]=PN
Multiplicity: 1

***

Entry 4:
DFT (ωB97M-V with the def2-TZVPD basis set) results for a single C12H13N molecule in a non-equilibrium geometry.

The geometry in XYZ format:
```
26
Properties=species:S:1:pos:R:3:mulliken_charge:R:1
C -2.114 -0.929 -1.463 -1.28
C -1.191 0.210 -1.491 0.15
C 0.080 0.048 -0.731 0.25
C 1.061 -0.489 -1.470 -0.13
C 2.407 -0.524 -0.952 -0.78
C 2.600 -0.122 0.277 -0.61
C 1.557 0.291 1.226 0.25
C 1.624 0.401 2.597 -0.32
C 0.574 0.431 3.469 -0.80
C -0.776 0.704 2.886 -0.44
C -0.985 0.563 1.577 -0.34
C 0.228 0.239 0.695 0.96
H -3.074 -0.874 -2.001 0.36
H -2.095 -1.174 -0.356 0.38
H -1.483 -1.785 -1.952 0.32
H -1.769 1.051 -0.932 0.22
H -0.919 1.545 -3.300 0.24
H -1.730 0.029 -3.616 0.26
H 0.805 -0.969 -2.455 0.33
H 3.103 -1.217 -1.574 0.21
H 3.512 -0.141 0.731 0.43
H 2.657 0.301 2.984 0.29
H 0.645 0.348 4.565 0.36
H -1.812 0.812 3.320 0.28
H -1.971 0.814 0.952 0.05
N -0.933 0.436 -2.985 -0.63
```

Values from the calculation:
E (eV): -14142.0476
Highest occupied orbital energy (eV): -8.23
Frontier orbital gap (eV): 8.95
F_max (eV/A): 5.386
Structure (SMILES): C[C@H](N)c1cccc2ccccc12
Multiplicity: 1

***

Entry 5:
DFT (ωB97M-V with the def2-TZVPD basis set) results for a molecular structure, C20H34BF4N3NbO5SSi in a non-equilibrium geometry.

The geometry in XYZ format:
```
70
Properties=species:S:1:pos:R:3:mulliken_charge:R:1
Nb 2.035 0.204 1.358 1.43
N 4.178 3.167 -0.947 -0.41
C 3.497 2.495 -0.017 0.65
S 4.215 0.953 0.648 -0.27
N 2.251 2.870 0.315 -0.99
N 1.804 2.307 1.464 0.55
C 1.444 3.025 2.539 -0.08
C 1.352 2.482 3.823 0.55
C 0.954 3.382 4.881 -1.08
C 0.683 2.878 6.099 -0.41
C 0.903 1.507 6.403 -0.63
C 1.517 0.697 5.444 -0.33
C 1.760 1.116 4.160 0.65
O 2.387 0.340 3.223 -0.59
H 4.964 2.726 -1.454 0.27
H 3.639 3.860 -1.494 0.28
H 1.068 4.025 2.347 0.43
H 0.755 4.493 4.789 0.31
H 0.302 3.526 6.833 0.47
H 0.548 1.100 7.358 0.41
H 1.748 -0.333 5.679 0.50
C -3.332 -2.230 -1.033 -1.30
C -2.731 -1.552 0.225 1.81
C -2.022 -2.481 1.091 -1.54
C -3.855 -0.892 1.049 -1.80
O -1.865 -0.474 -0.195 -0.08
Si -0.502 -0.429 -0.994 -1.91
O 0.714 0.167 -0.029 1.42
O -0.116 -1.969 -1.591 0.87
C 0.796 -2.527 -2.591 1.36
C 0.643 -1.733 -3.876 -1.29
C 2.197 -2.555 -2.038 -1.10
C 0.240 -3.979 -2.623 -1.53
O -0.807 0.561 -2.271 -0.37
C -1.502 1.854 -2.565 1.73
C -1.460 1.835 -4.071 -1.74
C -0.614 3.007 -2.012 -1.44
C -2.900 1.811 -2.058 -1.23
H -3.907 -3.138 -0.848 0.47
H -2.452 -2.501 -1.599 0.02
H -3.913 -1.570 -1.686 0.33
H -2.675 -3.325 1.352 0.56
H -1.590 -2.077 2.020 0.23
H -1.225 -3.039 0.551 0.10
H -4.475 -1.588 1.603 0.40
H -4.563 -0.372 0.436 0.42
H -3.428 -0.153 1.753 0.32
H 0.795 -0.632 -3.727 0.09
H -0.426 -1.769 -4.181 0.29
H 1.236 -2.075 -4.733 0.45
H 2.473 -1.494 -1.809 -0.03
H 2.866 -2.976 -2.784 0.51
H 2.179 -3.107 -1.104 0.25
H -0.818 -4.004 -2.963 0.32
H 0.228 -4.470 -1.632 0.26
H 0.923 -4.590 -3.203 0.47
H -0.447 1.659 -4.382 0.38
H -1.847 2.752 -4.462 0.55
H -2.085 1.047 -4.539 0.32
H 0.391 2.579 -2.144 0.29
H -0.675 3.095 -0.917 0.27
H -0.585 3.931 -2.589 0.40
H -3.286 0.748 -2.064 0.03
H -3.523 2.559 -2.585 0.46
H -2.991 2.147 -1.004 0.26
F 2.039 -2.872 3.188 -0.20
B 1.794 -2.667 1.937 0.59
F 1.301 -3.717 1.216 -0.35
F 0.830 -1.571 1.827 -0.48
F 2.969 -2.048 1.201 -0.53
```

Values from the calculation:
E (eV): -67814.8994
Highest occupied orbital energy (spin up / spin down) (eV): -12.41 / -12.41
Frontier orbital gap (spin up / spin down) (eV): 6.51 / 6.51
F_max (eV/A): 3.671
Net charge: +1
Multiplicity: 1

***

Entry 6:
DFT (ωB97M-V with the def2-TZVPD basis set) results for a molecular structure, C6H10LaO5 in a non-equilibrium geometry.

The geometry in XYZ format:
```
22
Properties=species:S:1:pos:R:3:mulliken_charge:R:1
O 0.176 -1.231 -3.829 -0.42
C 0.099 -0.671 -2.763 0.16
C 1.196 0.226 -2.224 -0.34
O 0.982 0.639 -0.904 -0.32
C 1.301 -0.324 0.071 -0.41
C 1.119 0.262 1.448 -0.62
O -0.251 0.627 1.706 -0.29
C -0.542 2.030 1.595 -0.67
H 2.170 -0.279 -2.347 0.32
H 1.212 1.129 -2.854 0.34
H 2.354 -0.646 -0.021 0.42
H 0.672 -1.227 -0.043 0.30
H 1.406 -0.478 2.204 0.42
H 1.738 1.159 1.579 0.36
H -1.613 2.161 1.783 0.32
H 0.033 2.576 2.352 0.31
H -0.291 2.375 0.586 0.26
O -2.160 -2.896 0.869 -0.51
C -3.044 -2.370 0.167 0.66
O -3.649 -1.322 0.455 -0.52
La -2.102 -0.930 2.261 2.12
H -0.805 -0.810 -2.093 0.12
```

Values from the calculation:
E (eV): -17461.6140
Highest occupied orbital energy (spin up / spin down) (eV): -15.28 / -15.28
Frontier orbital gap (spin up / spin down) (eV): 5.46 / 5.30
F_max (eV/A): 1.875
Net charge: +2
Multiplicity: 2

***

Entry 7:
DFT (ωB97M-V with the def2-TZVPD basis set) results for a molecular structure, C6H9N in a non-equilibrium geometry.

The geometry in XYZ format:
```
16
Properties=species:S:1:pos:R:3:mulliken_charge:R:1
C 1.738 0.454 -0.111 -1.34
C -0.509 1.627 0.035 -1.44
C 0.296 0.379 0.349 1.50
C -0.725 -1.095 1.343 -0.44
C -0.959 -1.716 -1.166 -0.79
N 0.118 -0.158 1.672 -0.72
C -0.698 -1.020 -0.079 0.23
H -1.298 -1.706 2.028 0.40
H 2.382 -0.133 0.540 0.41
H 1.829 0.082 -1.131 0.29
H -0.037 2.483 0.523 0.40
H -1.530 1.535 0.397 0.36
H -0.528 1.811 -1.038 0.30
H 2.106 1.481 -0.093 0.32
H -0.916 -1.269 -2.150 0.25
H -1.269 -2.753 -1.119 0.27
```

Values from the calculation:
E (eV): -7855.4026
Highest occupied orbital energy (eV): -9.37
Frontier orbital gap (eV): 9.96
F_max (eV/A): 3.168
Multiplicity: 1

***

The calculation returns the following energy above the lowest of the compared OMol25 structures with the same formula, charge and spin values, one per record and in order: 288.3; 29.3; 252.9; 293.1; 51.3; 84.8; 266.0 kJ/mol.